No. 1
65
Properties=species:S:1:pos:R:3 method="wB97M-V/def2-TZVPD" smiles=c1cc[nH]c1.c1cc[nH]c1.c1cc[nH]c1.c1cc[nH]c1.BCCCCCCC orbital_gap_ev=8.7 e_homo_ev=-8.13 charge=0
C 1.954 -2.735 4.027
C 1.796 -3.417 5.260
C 0.617 -2.990 5.816
N 0.061 -2.073 4.967
C 0.866 -1.915 3.872
H 2.771 -2.834 3.331
H 2.469 -4.140 5.691
H 0.130 -3.257 6.738
H -0.804 -1.591 5.122
H 0.595 -1.234 3.081
C 2.474 4.763 -2.018
C 1.974 3.452 -1.809
C 1.986 2.813 -3.023
N 2.471 3.690 -3.954
C 2.775 4.879 -3.350
H 2.601 5.533 -1.275
H 1.644 3.026 -0.876
H 1.692 1.814 -3.301
H 2.585 3.492 -4.930
H 3.176 5.702 -3.918
C -1.025 1.895 4.371
C -2.094 1.441 3.556
C -3.088 2.383 3.622
N -2.661 3.385 4.450
C -1.403 3.099 4.907
H -0.084 1.397 4.544
H -2.129 0.528 2.983
H -4.058 2.426 3.155
H -3.188 4.204 4.685
H -0.889 3.773 5.572
C 3.280 -3.464 -4.681
C 2.290 -2.744 -3.964
C 2.184 -1.506 -4.543
N 3.071 -1.452 -5.584
C 3.741 -2.642 -5.677
H 3.613 -4.470 -4.491
H 1.716 -3.093 -3.120
H 1.554 -0.664 -4.308
H 3.209 -0.663 -6.185
H 4.484 -2.800 -6.440
B 1.191 -1.836 0.371
C 1.308 -0.557 -0.572
C -0.052 -0.035 -1.157
C -1.238 -0.114 -0.120
C -2.312 0.937 -0.529
C -3.788 0.456 -0.654
C -4.141 -0.880 0.037
C -3.876 -2.031 -1.003
H 2.128 -2.441 0.794
H 0.124 -2.266 0.686
H 1.945 -0.850 -1.434
H 1.861 0.234 -0.030
H 0.089 1.023 -1.426
H -0.401 -0.583 -2.049
H -0.791 0.204 0.838
H -1.553 -1.160 -0.118
H -2.233 1.792 0.161
H -2.015 1.346 -1.511
H -4.084 0.433 -1.715
H -4.429 1.238 -0.204
H -5.217 -0.953 0.256
H -3.538 -1.098 0.927
H -2.937 -1.823 -1.548
H -4.658 -2.036 -1.777
H -3.741 -3.010 -0.525

=====

No. 2
18
Properties=species:S:1:pos:R:3 method="wB97M-V/def2-TZVPD" s2=0.757 multiplicity=2 orbital_gap_ev="11.3 / 6.8" relative_energy_kcal_mol=14.3 e_homo_ev="-14.34 / -14.36" charge=+1
C 0.656 0.332 1.352
N 0.775 0.664 -0.063
C 0.843 2.083 -0.384
O 1.197 2.336 -1.702
C 0.404 -1.157 1.404
C -1.024 -1.382 0.977
S -1.168 -1.199 -0.806
H -0.143 0.881 1.846
H 1.613 0.570 1.833
H 1.621 0.219 -0.415
H -0.139 2.545 -0.199
H 1.561 2.565 0.291
H 0.847 1.643 -2.274
H 1.119 -1.704 0.777
H 0.497 -1.618 2.392
H -1.409 -2.323 1.366
H -1.652 -0.584 1.382
H 0.060 -1.617 -1.078

=====

No. 3
16
Properties=species:S:1:pos:R:3 method="wB97M-V/def2-TZVPD" orbital_gap_ev=7.5 relative_energy_kcal_mol=98.9 e_homo_ev=-14.25 charge=+1
C 0.732 0.637 1.638
C -0.324 0.364 0.524
C -1.693 -0.027 0.681
N -2.076 -0.300 -0.552
C -1.031 0.005 -1.540
N 0.176 0.192 -0.665
H 1.707 0.922 1.225
H 0.600 -0.467 1.599
H 0.495 1.277 2.497
H -2.457 0.139 1.423
H -2.662 -1.148 -0.648
H -0.889 -0.863 -2.197
H 3.632 -0.437 -1.074
H 2.174 -0.760 -0.539
H -1.428 0.877 -2.061
O 3.045 -0.410 -0.311